(1)
92
Properties=species:S:1:pos:R:3:lowdin_charge:R:1 method="wB97M-V/def2-TZVPD" lumo_ev=-1.382 total_charge=0 orbital_gap_ha=0.25478 energy_ha=-3141.66915 smiles="CCN(CC)C(=S)SCCCC1=CC(=O)C(N=C=S)=C(B(O)O)C1=O.c1ccccc1.c1ccccc1.c1ccccc1.c1ccccc1"
C 1.8854 2.8624 0.5957 -0.09
C 1.0710 2.8198 -0.8095 -0.25
N 2.0699 3.0933 -1.8788 -0.20
C 1.8409 4.3697 -2.5977 -0.27
C 0.3987 4.5352 -3.2710 -0.11
C 2.3020 1.9697 -2.7569 -0.97
S 2.3743 2.0380 -4.4411 0.63
S 2.6048 0.2756 -2.0156 0.81
C 1.2688 -0.8685 -2.6361 -0.45
C -0.0876 -0.1340 -3.0624 -0.24
C -1.3565 -1.0798 -2.6969 -0.13
C -2.6665 -0.2364 -2.4087 -0.09
C -3.8923 -0.6109 -3.0154 0.07
C -5.1710 0.3111 -2.7169 -0.23
O -6.2976 -0.1860 -2.5636 0.07
C -4.8513 1.8810 -2.6240 -0.11
N -5.7616 2.8904 -3.1862 0.10
C -6.5132 3.4124 -2.2757 -0.61
S -7.1510 4.5112 -1.2023 0.71
C -3.6334 2.2533 -2.0016 0.08
B -3.1080 3.7754 -1.8507 -0.52
O -2.7767 4.5612 -3.0044 0.10
O -2.9536 4.3132 -0.5219 0.11
C -2.7182 1.0493 -1.4516 -0.23
O -2.1274 1.1226 -0.3609 0.09
H 1.2040 2.7260 1.4973 0.08
H 2.7998 2.1936 0.5891 0.07
H 2.2830 3.9414 0.6651 0.08
H 0.5709 1.8039 -0.8622 0.08
H 0.2522 3.5972 -0.7027 0.12
H 1.9258 5.2020 -1.8056 0.12
H 2.7002 4.5838 -3.3272 0.11
H -0.1251 5.5096 -2.9613 0.08
H -0.2494 3.6168 -3.1237 0.07
H 0.5788 4.6506 -4.3997 0.08
H 1.0070 -1.5452 -1.7445 0.08
H 1.6099 -1.5419 -3.4909 0.09
H -0.2179 0.9146 -2.6505 0.08
H -0.1135 -0.0285 -4.2068 0.11
H -1.1017 -1.8313 -1.8684 0.12
H -1.5357 -1.7149 -3.6383 0.12
H -3.9771 -1.5125 -3.6972 0.13
H -3.0994 5.4630 -2.8010 0.11
H -2.3831 5.1156 -0.5586 0.11
C 4.2279 -2.3199 1.1162 -0.10
C 3.8206 -2.5138 -0.1991 -0.10
C 3.9391 -3.7688 -0.7871 -0.09
C 4.4567 -4.8333 -0.0555 -0.09
C 4.8607 -4.6402 1.2615 -0.09
C 4.7504 -3.3828 1.8463 -0.10
H 4.1382 -1.3399 1.5732 0.10
H 3.4108 -1.6848 -0.7666 0.01
H 3.6275 -3.9181 -1.8153 0.10
H 4.5448 -5.8131 -0.5121 0.10
H 5.2627 -5.4705 1.8325 0.10
H 5.0706 -3.2313 2.8717 0.09
C 2.4732 -3.4199 5.2469 -0.12
C 2.2841 -2.3215 4.4149 -0.09
C 1.4690 -1.2707 4.8232 -0.09
C 0.8503 -1.3142 6.0687 -0.09
C 1.0425 -2.4113 6.9024 -0.09
C 1.8503 -3.4662 6.4902 -0.10
H 3.1063 -4.2407 4.9265 0.11
H 2.7718 -2.2847 3.4472 0.07
H 1.3165 -0.4173 4.1714 0.10
H 0.2187 -0.4929 6.3892 0.10
H 0.5614 -2.4444 7.8742 0.10
H 1.9957 -4.3238 7.1380 0.10
C 7.9694 -2.7132 7.9299 -0.10
C 7.9609 -2.6602 6.5399 -0.10
C 6.7535 -2.5781 5.8538 -0.09
C 5.5542 -2.5393 6.5586 -0.09
C 5.5632 -2.5886 7.9486 -0.09
C 6.7700 -2.6799 8.6345 -0.10
H 8.9107 -2.7805 8.4645 0.10
H 8.8962 -2.6836 5.9908 0.10
H 6.7469 -2.5434 4.7695 0.09
H 4.6129 -2.4704 6.0242 0.07
H 4.6279 -2.5566 8.4979 0.10
H 6.7763 -2.7238 9.7181 0.10
C -9.8885 -0.1245 -5.7122 -0.10
C -10.0798 0.8844 -6.6509 -0.10
C -9.3675 2.0747 -6.5487 -0.10
C -8.4559 2.2524 -5.5122 -0.09
C -8.2620 1.2421 -4.5757 -0.10
C -8.9810 0.0554 -4.6728 -0.09
H -10.4467 -1.0513 -5.7904 0.10
H -10.7856 0.7430 -7.4627 0.10
H -9.5216 2.8637 -7.2768 0.10
H -7.8964 3.1788 -5.4348 0.09
H -7.5522 1.3795 -3.7710 0.04
H -8.8332 -0.7295 -3.9393 0.10

***

(2)
89
Properties=species:S:1:pos:R:3:lowdin_spin:R:1 method="wB97M-V/def2-TZVPD" lumo_ev="-2.267 / -3.878" total_charge=+1 spin_multiplicity=5 orbital_gap_ha="0.27464 / 0.24288" energy_ha=-4487.35020 s_squared=6.07
Pd -0.8391 -1.2360 -0.1941 1.33
C 4.6007 1.9445 0.2924 0.00
C 5.0801 0.8252 1.1732 0.00
C 6.0948 1.0189 2.1063 0.00
C 6.5205 -0.0100 2.9323 0.00
C 5.9442 -1.2688 2.8357 0.00
C 4.9453 -1.4889 1.9016 0.00
C 4.5175 -0.4487 1.0844 0.00
N 3.4731 -0.6837 0.1389 0.00
C 2.1574 -0.8211 0.4594 0.01
N 1.8596 -0.6874 1.7683 0.01
C 0.6556 -0.8859 2.4873 0.04
C -0.5721 -1.1655 1.8994 0.28
C -1.6886 -1.2752 2.7251 0.04
C -1.5923 -1.1485 4.0994 0.01
C -0.3534 -0.8876 4.6682 0.00
C 0.7793 -0.7470 3.8850 0.01
C 2.1063 -0.4395 4.5286 0.00
N 1.2540 -1.0355 -0.4605 0.11
C 1.6900 -1.2994 -1.7939 0.01
C 2.0648 -2.5963 -2.1347 0.01
C 2.4253 -2.9068 -3.4354 0.00
C 2.4032 -1.9149 -4.4058 0.01
C 2.0320 -0.6228 -4.0621 0.00
C 1.6751 -0.2879 -2.7583 0.01
C 1.2781 1.1155 -2.3997 0.00
H 5.0507 2.8891 0.5916 0.00
H 3.5147 2.0485 0.3449 0.00
H 4.8599 1.7698 -0.7546 0.00
H 6.5511 1.9976 2.1900 0.00
H 7.3071 0.1712 3.6526 0.00
H 6.2796 -2.0754 3.4733 0.00
H 4.4889 -2.4647 1.7874 0.00
H 3.6824 -0.6445 -0.8468 0.00
H 2.6565 -0.4617 2.3425 0.00
H -2.6710 -1.4183 2.2899 0.01
H -2.4727 -1.2368 4.7225 0.00
H -0.2617 -0.7820 5.7421 0.00
H 1.9998 -0.3923 5.6101 0.00
H 2.5097 0.5249 4.2018 0.00
H 2.8584 -1.2028 4.3076 0.00
H 2.0569 -3.3589 -1.3647 0.00
H 2.7141 -3.9174 -3.6911 0.00
H 2.6756 -2.1445 -5.4273 0.00
H 2.0180 0.1501 -4.8215 0.00
H 1.2271 1.7407 -3.2898 0.00
H 1.9955 1.5666 -1.7092 0.00
H 0.3071 1.1396 -1.9019 0.00
Br -1.3799 -2.1083 -3.2586 0.02
C -2.7295 -2.7939 -2.1247 0.01
C -3.7461 -3.5644 -2.6611 0.00
C -4.6837 -4.0856 -1.7860 0.00
C -4.5600 -3.8304 -0.4284 0.00
C -3.5097 -3.0460 0.0048 0.00
N -2.6088 -2.5163 -0.8331 0.05
H -3.7881 -3.7514 -3.7235 0.00
H -5.4952 -4.6940 -2.1622 0.00
H -5.2619 -4.2329 0.2872 0.00
H -3.3661 -2.8312 1.0533 0.00
C -0.9053 2.6329 2.1350 0.01
C -0.4739 3.1446 0.7601 0.01
C 0.7810 2.4289 0.2612 0.02
C -1.6202 3.0965 -0.2228 0.17
C -2.1624 4.2735 -0.6927 -0.01
C -3.2500 4.2934 -1.5607 0.19
C -3.8547 3.1037 -1.9654 -0.01
C -3.3842 1.8866 -1.5375 0.17
C -4.0594 0.5787 -1.8684 0.02
C -4.9272 0.6279 -3.1207 0.00
C -4.8889 0.1108 -0.6656 0.01
C -2.2141 1.8608 -0.6824 0.17
N -1.6999 0.6961 -0.3855 1.22
H -0.0894 2.7472 2.8511 0.00
H -1.1667 1.5769 2.1015 0.00
H -1.7663 3.1893 2.5085 0.00
H -0.2265 4.2041 0.8646 0.00
H 0.6077 1.3596 0.1337 0.00
H 1.5863 2.5524 0.9889 0.00
H 1.1149 2.8388 -0.6941 0.00
H -1.7232 5.2091 -0.3692 0.00
H -3.6394 5.2393 -1.9123 0.01
H -4.7136 3.1451 -2.6210 0.00
H -3.2652 -0.1505 -2.0442 0.01
H -5.8076 1.2568 -2.9761 0.00
H -5.2831 -0.3763 -3.3561 0.00
H -4.3771 1.0007 -3.9854 0.00
H -5.7062 0.8104 -0.4791 0.00
H -4.2894 0.0418 0.2429 0.00
H -5.3260 -0.8703 -0.8658 0.00

***

(3)
98
Properties=species:S:1:pos:R:3:lowdin_charge:R:1 method="wB97M-V/def2-TZVPD" lumo_ev=4.138 total_charge=-2 orbital_gap_ha=0.22679 energy_ha=-6076.28002
Sc 1.1754 0.2071 1.7441 0.47
I -0.4701 1.8818 -0.4292 1.14
C -1.9804 2.1911 -2.3803 -0.37
C -2.8130 3.2241 -2.0083 -0.22
C -3.6857 3.8937 -2.8934 -0.12
C -3.7152 3.5514 -4.2129 -0.09
C -2.8880 2.5020 -4.6795 -0.19
C -2.8862 2.1644 -6.0545 -0.06
C -2.0894 1.1653 -6.5327 -0.10
C -1.2912 0.4303 -5.6353 -0.12
C -1.2842 0.7063 -4.2898 -0.31
P -0.3351 -0.3410 -3.1111 1.08
C 1.1001 -0.7055 -4.2049 -0.37
C 1.4011 -1.9401 -4.7684 -0.09
C 2.5252 -2.0955 -5.5725 -0.10
C 3.3583 -1.0187 -5.8262 -0.12
C 3.0757 0.2162 -5.2528 -0.10
C 1.9653 0.3671 -4.4415 -0.10
C -1.2359 -1.9444 -3.1628 -0.36
C -0.9431 -2.7823 -2.0837 -0.09
C -1.5197 -4.0398 -1.9784 -0.08
C -2.4283 -4.4673 -2.9373 -0.11
C -2.7582 -3.6272 -3.9922 -0.11
C -2.1662 -2.3756 -4.1048 -0.09
C -2.0498 1.7964 -3.7601 -0.20
H -2.7886 3.5658 -0.9755 0.05
H -4.3196 4.6942 -2.5236 0.09
H -4.3574 4.0686 -4.9188 0.09
H -3.5299 2.7266 -6.7245 0.10
H -2.0754 0.9250 -7.5898 0.09
H -0.6637 -0.3656 -6.0209 0.10
H 0.7590 -2.7914 -4.5748 0.10
H 2.7526 -3.0681 -5.9935 0.10
H 4.2377 -1.1434 -6.4470 0.09
H 3.7354 1.0587 -5.4235 0.10
H 1.7575 1.3255 -3.9761 0.11
H -0.2706 -2.4229 -1.3126 0.08
H -1.2726 -4.6730 -1.1350 0.10
H -2.8910 -5.4437 -2.8530 0.09
H -3.4828 -3.9454 -4.7331 0.09
H -2.4402 -1.7286 -4.9284 0.09
C 0.2592 -2.7786 5.6311 -0.13
C -0.8701 -2.0186 6.2932 -0.45
C -2.2445 -2.4744 5.8337 -0.07
O -0.7616 -0.5855 6.1398 -0.32
P -0.2083 0.2498 4.8794 -0.12
S 1.7414 0.3594 4.7546 0.29
S -1.0692 -0.3825 3.1956 0.32
O -0.7399 1.6955 5.3210 -0.33
C -2.0021 2.0988 5.8722 -0.45
C -3.1950 1.4314 5.2106 -0.07
C -2.0020 1.9304 7.3834 -0.06
H 0.1904 -3.8354 5.8981 0.09
H 1.2285 -2.4017 5.9486 0.01
H 0.2090 -2.6981 4.5443 0.04
H -0.7974 -2.1532 7.3767 0.13
H -2.3467 -2.3386 4.7575 0.04
H -3.0287 -1.9056 6.3376 0.07
H -2.3756 -3.5325 6.0714 0.08
H -2.0297 3.1672 5.6410 0.14
H -3.1848 0.3548 5.3826 0.05
H -3.1905 1.6011 4.1355 0.07
H -4.1140 1.8448 5.6340 0.08
H -2.0670 0.8784 7.6570 0.07
H -2.8545 2.4651 7.8095 0.07
H -1.0837 2.3403 7.8046 0.08
O 2.9009 0.2192 0.4158 -0.10
C 2.3912 -0.7257 -0.2437 -0.67
O 1.1953 -1.0851 -0.0149 -0.18
C 3.2217 -1.4698 -1.2346 -0.16
C 4.3516 -0.8686 -1.7748 -0.02
C 5.1618 -1.5783 -2.6449 -0.09
C 4.8573 -2.8974 -2.9573 -0.11
C 3.7375 -3.5017 -2.4056 -0.08
C 2.9149 -2.7862 -1.5487 -0.03
H 4.5821 0.1504 -1.4933 0.12
H 6.0366 -1.1061 -3.0756 0.10
H 5.4990 -3.4560 -3.6292 0.09
H 3.5074 -4.5356 -2.6327 0.10
H 2.0609 -3.2534 -1.0795 0.09
Cl 1.9298 -4.2281 1.8223 0.02
Si 2.7053 -2.3612 2.6302 -0.43
Cl 4.6801 -2.4028 1.7413 0.08
Cl 3.3097 -3.1200 4.5652 0.06
C 1.0151 4.5546 1.0185 -0.11
C 0.6136 3.4394 2.0058 -0.78
C -0.8332 3.6810 2.4599 -0.09
C 1.5415 3.5849 3.2200 -0.09
N 0.8121 2.1100 1.4335 -0.47
H 0.9514 5.5348 1.5038 0.07
H 0.3726 4.5642 0.1391 0.02
H 2.0436 4.3924 0.6873 0.08
H -0.8953 4.5924 3.0665 0.08
H -1.1740 2.8350 3.0531 0.05
H -1.4999 3.7905 1.6031 0.03
H 1.5454 4.6223 3.5739 0.07
H 2.5603 3.3076 2.9398 0.08
H 1.2290 2.9432 4.0410 0.01

***

(4)
103
Properties=species:S:1:pos:R:3:lowdin_charge:R:1 method="wB97M-V/def2-TZVPD" lumo_ev=1.469 total_charge=-1 orbital_gap_ha=0.19738 energy_ha=-3150.53409
Pb 0.8830 2.1591 1.3223 1.42
C -2.8079 -0.4937 2.3819 -0.15
N -3.3242 0.0026 1.1099 -0.07
C -4.1162 1.1939 1.0334 -0.16
C -4.2940 1.5425 -0.4308 -0.33
N -4.1982 0.7822 -1.4948 0.17
C -4.5653 1.6460 -2.5468 -0.22
C -4.6791 1.3371 -3.8853 -0.03
C -5.1016 2.3640 -4.7393 -0.12
C -5.5353 3.5775 -4.2329 -0.13
C -5.3188 3.9745 -2.8921 -0.03
C -4.8161 2.9818 -2.0560 -0.18
N -4.5796 2.8331 -0.6831 0.14
C -2.5857 -1.9555 2.3474 -0.33
N -2.8343 -2.7174 1.2887 0.16
C -2.5069 -4.0209 1.6829 -0.19
C -2.2560 -5.1541 0.8754 -0.02
C -1.7508 -6.2747 1.5070 -0.11
C -1.3602 -6.1918 2.8625 -0.12
C -1.3844 -5.0364 3.6271 -0.04
C -2.0441 -3.9541 3.0428 -0.19
N -2.1010 -2.6209 3.4003 0.15
H -3.3278 -0.1510 3.2795 0.12
H -1.7961 -0.0057 2.5231 0.12
H -3.5953 -0.7682 0.4393 0.12
H -3.6340 2.0333 1.6084 0.14
H -5.1185 1.0602 1.4545 0.11
H -4.4094 0.3766 -4.2274 0.09
H -5.1877 2.2169 -5.8155 0.09
H -6.0668 4.2473 -4.9115 0.09
H -5.4208 5.0595 -2.6128 0.12
H -4.9516 3.5289 -0.0423 0.16
H -2.5128 -5.1252 -0.1651 0.10
H -1.6345 -7.2389 1.0234 0.09
H -1.0277 -7.1143 3.3340 0.09
H -1.0422 -4.9738 4.6398 0.10
H -1.6504 -2.0690 4.1623 0.19
C 0.8853 -2.1889 0.1980 0.02
C 1.2756 -1.0657 1.1392 -0.30
O 1.5516 0.1004 0.6381 -0.22
C 1.3829 -1.2611 2.5783 -0.10
C 1.8989 -2.4885 3.0344 -0.07
C 2.2283 -2.7000 4.3570 -0.13
C 2.0706 -1.6749 5.2956 -0.09
C 1.5714 -0.4061 4.9099 -0.03
C 1.0625 -0.2145 3.6176 -0.32
O 0.4120 0.9228 3.2338 -0.36
H -0.0049 -1.8787 -0.2964 0.09
H 0.7435 -3.1687 0.7124 0.09
H 1.6122 -2.3441 -0.6066 0.10
H 2.1575 -3.2693 2.2807 0.12
H 2.7565 -3.6285 4.6608 0.10
H 2.2405 -1.9085 6.3151 0.08
H 1.5270 0.3998 5.6397 0.11
N -1.0667 3.3922 -2.3724 0.11
C 0.1347 2.7124 -2.4051 -0.49
N 0.5898 2.0855 -3.4720 -0.02
N 1.8100 1.5691 -3.1312 -0.12
N 2.0397 1.8762 -1.8407 -0.14
N 1.0011 2.5678 -1.3562 -0.09
C -1.5317 4.1574 -1.3152 -0.53
N -2.4639 5.0616 -1.3970 0.00
N -2.5641 5.5134 -0.1055 -0.15
N -1.7864 4.8381 0.6681 -0.16
N -0.9965 4.0282 -0.0613 -0.07
H -1.3148 3.6681 -3.3334 0.14
C 6.5091 0.6177 0.6261 -0.01
N 5.6118 1.8155 0.8447 -0.18
C 4.5934 2.0105 -0.2799 -0.02
C 4.8934 1.8042 2.2103 -0.09
C 4.2115 3.1367 2.4069 -0.31
C 4.8821 4.0587 3.2401 -0.06
C 4.4694 5.4002 3.3800 -0.10
C 3.3332 5.7678 2.7082 -0.10
C 2.5678 4.8060 2.0061 -0.14
C 2.9388 3.4555 1.9315 -0.25
H 7.0902 0.7471 -0.2902 0.09
H 5.8422 -0.2946 0.6262 0.12
H 7.2348 0.4998 1.4548 0.10
H 6.2134 2.6628 0.7838 0.18
H 3.6935 1.4020 -0.1312 0.05
H 5.1231 1.8620 -1.2336 0.10
H 4.3005 3.0922 -0.2102 0.11
H 5.6904 1.7624 2.9672 0.11
H 4.2150 0.8918 2.2592 0.16
H 5.7417 3.7094 3.8036 0.09
H 5.0250 6.1433 3.9068 0.09
H 3.0082 6.7914 2.7273 0.09
H 1.5783 5.1438 1.6127 0.09
O -1.4727 -4.0041 -2.7164 -0.57
S -1.6483 -4.3216 -4.1471 0.89
C -0.9720 -2.9298 -5.1440 -0.31
C 0.0549 -3.5456 -6.1316 -0.23
C 0.0616 -5.0940 -6.0521 -0.28
C -0.1944 -5.4462 -4.6236 -0.33
H -0.5867 -2.2303 -4.3861 0.10
H -1.8370 -2.4701 -5.6303 0.08
H 0.9911 -3.1421 -5.8390 0.09
H -0.2109 -3.1475 -7.1596 0.12
H 1.0473 -5.5134 -6.3268 0.11
H -0.6919 -5.6123 -6.6999 0.12
H 0.6018 -5.0921 -3.8866 0.12
H -0.4800 -6.4840 -4.4030 0.08

***

(5)
89
Properties=species:S:1:pos:R:3:lowdin_charge:R:1 method="wB97M-V/def2-TZVPD" lumo_ev=-1.644 total_charge=0 orbital_gap_ha=0.16260 energy_ha=-1922.92535
C 3.1675 -3.5421 3.5809 -0.08
C 2.4215 -2.3886 2.9746 -0.24
O 1.0199 -2.6894 3.1430 -0.05
C 0.2388 -1.6346 2.8043 -0.46
C -1.1455 -1.8809 3.1835 -0.11
C -2.1575 -0.9446 2.8168 -0.41
O -2.0192 -0.0853 1.9375 -0.05
C -3.4953 -1.0827 3.5620 -0.13
C -4.4659 -2.0738 2.9202 -0.20
C -4.2066 -3.5653 3.1620 -0.20
C -2.9485 -4.1289 2.4644 -0.21
C -1.7579 -4.3156 3.3983 -0.20
C -1.3766 -3.0205 4.1288 -0.18
O 0.7307 -0.6517 2.2667 -0.01
H 4.2419 -3.4073 3.4339 0.07
H 2.9790 -3.6005 4.6596 0.08
H 2.8653 -4.4917 3.1299 0.08
H 2.6506 -1.4521 3.4988 0.13
H 2.6318 -2.2746 1.9026 0.11
H -3.3121 -1.3287 4.6182 0.10
H -3.9638 -0.0913 3.5409 0.11
H -5.4619 -1.8389 3.3215 0.10
H -4.5129 -1.8852 1.8362 0.11
H -4.1954 -3.7919 4.2376 0.11
H -5.0733 -4.1044 2.7510 0.10
H -3.1980 -5.1126 2.0392 0.10
H -2.6678 -3.4780 1.6241 0.10
H -1.9822 -5.0807 4.1560 0.11
H -0.8867 -4.6607 2.8218 0.11
H -0.4477 -3.1796 4.6941 0.11
H -2.1703 -2.7611 4.8370 0.09
C 1.1420 5.1894 -2.2344 0.00
N 1.7665 3.9840 -1.7302 -0.04
C 2.9301 4.0245 -0.9974 -0.39
O 3.6297 5.0155 -0.8171 0.08
C 3.1626 2.6273 -0.4321 -0.15
C 3.3589 2.6631 1.0796 -0.07
C 2.1176 3.1868 1.7556 -0.23
C 1.9484 4.5590 1.9428 -0.05
C 0.7494 5.0496 2.4594 -0.08
C -0.2944 4.1716 2.7728 -0.08
C -0.1148 2.7965 2.6080 -0.04
C 1.1240 2.3196 2.1885 -0.03
N 1.9552 1.9116 -0.8404 0.04
C 1.6552 0.6635 -0.4482 0.01
C 0.4065 0.0886 -0.6229 -0.03
C 0.2066 -1.2732 -0.4887 0.06
C -0.9188 -1.9443 -1.0833 -0.20
C -0.7359 -3.0655 -1.9321 -0.02
C -1.7863 -3.5417 -2.7042 -0.08
C -3.0674 -2.9811 -2.5754 -0.07
C -3.2911 -1.9508 -1.6542 -0.06
C -2.2270 -1.4393 -0.9158 -0.02
C 1.0112 2.7395 -1.6107 -0.23
C 0.6532 2.1260 -2.9270 -0.03
C 1.5303 2.1104 -3.9477 -0.02
C 1.2588 1.5471 -5.2564 -0.22
C 2.2842 1.5048 -6.2318 -0.04
C 2.0575 0.9444 -7.4856 -0.08
C 0.7920 0.4149 -7.8004 -0.08
C -0.2444 0.4801 -6.8572 -0.08
C -0.0192 1.0476 -5.6004 -0.03
H 1.8575 6.0164 -2.1750 0.10
H 0.8360 5.0316 -3.2749 0.09
H 0.2485 5.4316 -1.6379 0.10
H 4.0396 2.2012 -0.9514 0.17
H 3.6257 1.6593 1.4256 0.12
H 4.1989 3.3433 1.2685 0.13
H 2.7584 5.2289 1.6507 0.11
H 0.6291 6.1254 2.5912 0.10
H -1.2409 4.5553 3.1618 0.10
H -0.9165 2.0787 2.7832 0.10
H 1.3016 1.2522 2.1483 0.08
H 2.4653 0.0930 0.0167 0.16
H -0.4363 0.7237 -0.9185 0.13
H 1.0319 -1.8817 -0.1201 0.13
H 0.2651 -3.4973 -1.9965 0.12
H -1.6111 -4.3498 -3.4165 0.11
H -3.8900 -3.3488 -3.1958 0.11
H -4.2925 -1.5378 -1.5106 0.11
H -2.3808 -0.6664 -0.1618 0.10
H 0.0872 2.9167 -1.0256 0.17
H -0.3067 1.6245 -2.9695 0.10
H 2.5273 2.5347 -3.7913 0.13
H 3.2558 1.9305 -5.9704 0.11
H 2.8604 0.9221 -8.2270 0.11
H 0.6159 -0.0346 -8.7796 0.10
H -1.2377 0.0944 -7.1024 0.11
H -0.8341 1.1264 -4.8795 0.10